No. 1
{"formula": "C49H38BaN8O4S4Te", "method": "wB97M-V/def2-TZVPD", "symbols": ["Ba", "C", "C", "C", "C", "C", "C", "C", "S", "O", "O", "N", "C", "C", "C", "C", "C", "C", "C", "C", "N", "C", "H", "H", "H", "H", "H", "H", "H", "H", "H", "H", "H", "H", "H", "S", "N", "C", "C", "C", "C", "C", "N", "C", "C", "N", "C", "C", "C", "C", "C", "N", "H", "H", "H", "H", "H", "H", "O", "S", "O", "N", "C", "S", "C", "C", "C", "C", "C", "C", "H", "H", "H", "H", "C", "Te", "C", "C", "C", "C", "C", "C", "C", "H", "H", "H", "H", "H", "H", "H", "H", "C", "C", "C", "C", "N", "C", "C", "H", "H", "H", "H", "H", "H", "H"], "positions_angstrom": [[-1.385, 0.041, -0.789], [-4.521, -4.251, -5.495], [-3.994, -2.908, -5.070], [-4.624, -1.732, -5.467], [-4.145, -0.496, -5.072], [-3.017, -0.422, -4.268], [-2.360, -1.585, -3.881], [-2.853, -2.817, -4.280], [-2.536, 1.156, -3.604], [-2.927, 2.164, -4.554], [-3.178, 1.226, -2.289], [-1.010, 1.048, -3.243], [-0.005, 0.878, -4.171], [-0.049, 1.192, -5.515], [1.074, 1.004, -6.343], [2.252, 0.516, -5.854], [2.338, 0.163, -4.487], [3.509, -0.376, -3.912], [3.511, -0.739, -2.596], [2.333, -0.560, -1.850], [1.228, -0.043, -2.332], [1.212, 0.327, -3.645], [-5.595, -4.212, -5.671], [-4.326, -5.007, -4.734], [-4.043, -4.581, -6.420], [-5.518, -1.786, -6.077], [-4.649, 0.415, -5.365], [-1.454, -1.546, -3.285], [-2.346, -3.722, -3.964], [-0.955, 1.611, -5.932], [0.992, 1.268, -7.390], [3.117, 0.382, -6.491], [4.388, -0.506, -4.532], [4.382, -1.172, -2.122], [2.314, -0.874, -0.811], [-1.633, -1.378, 7.606], [-0.323, -1.263, 6.671], [-0.740, -0.890, 5.474], [0.104, -0.675, 4.314], [1.488, -0.846, 4.349], [2.206, -0.640, 3.195], [1.511, -0.287, 2.038], [0.201, -0.120, 1.984], [-0.504, -0.293, 3.112], [-1.961, -0.068, 3.050], [-2.461, 0.369, 1.889], [-3.766, 0.546, 1.784], [-4.666, 0.298, 2.820], [-4.162, -0.117, 4.028], [-2.780, -0.300, 4.159], [-2.150, -0.721, 5.395], [-2.770, -0.972, 6.535], [1.964, -1.135, 5.277], [3.282, -0.746, 3.166], [2.054, -0.106, 1.116], [-4.141, 0.873, 0.820], [-5.725, 0.421, 2.647], [-4.805, -0.315, 4.875], [-5.913, -0.893, 0.139], [-5.267, -1.694, -0.869], [-5.607, -1.462, -2.240], [-3.634, -1.641, -0.646], [-3.140, -2.809, -0.306], [-1.506, -3.125, -0.014], [-4.163, -3.899, -0.198], [-3.985, -5.234, 0.120], [-5.104, -6.054, 0.143], [-6.372, -5.553, -0.148], [-6.551, -4.213, -0.470], [-5.426, -3.415, -0.483], [-2.994, -5.608, 0.339], [-4.994, -7.102, 0.388], [-7.226, -6.218, -0.125], [-7.528, -3.811, -0.703], [5.094, 1.808, 0.204], [3.139, 2.681, 0.267], [3.434, 2.791, 2.384], [4.866, 2.392, 2.642], [5.402, 2.478, 3.926], [6.713, 2.110, 4.172], [7.508, 1.649, 3.129], [6.983, 1.559, 1.852], [5.663, 1.927, 1.596], [5.712, 2.326, -0.527], [5.021, 0.763, -0.095], [2.743, 2.116, 2.890], [3.236, 3.803, 2.733], [4.781, 2.843, 4.736], [7.118, 2.187, 5.173], [8.536, 1.363, 3.313], [7.602, 1.201, 1.038], [0.587, 6.816, 0.636], [0.227, 5.377, 0.404], [0.161, 4.837, -0.871], [-0.171, 3.501, -1.035], [-0.436, 2.682, -0.014], [-0.403, 3.210, 1.212], [-0.069, 4.528, 1.465], [0.953, 7.284, -0.277], [1.357, 6.905, 1.403], [-0.284, 7.376, 0.979], [0.374, 5.445, -1.741], [-0.229, 3.058, -2.024], [-0.637, 2.532, 2.025], [-0.046, 4.890, 2.486]], "lowdin_charge": [1.712, -0.046, -0.267, -0.032, -0.045, -0.272, -0.076, -0.030, 0.519, -0.295, -0.513, -0.316, -0.287, -0.010, -0.073, -0.055, -0.158, -0.009, -0.058, -0.168, 0.049, -0.163, 0.077, 0.077, 0.083, 0.116, 0.119, 0.080, 0.120, 0.103, 0.106, 0.107, 0.118, 0.103, 0.087, 1.009, -0.219, -0.302, -0.083, 0.014, -0.037, -0.146, 0.091, -0.150, -0.156, 0.023, -0.134, -0.019, 0.021, -0.081, -0.301, -0.217, 0.121, 0.114, 0.052, 0.105, 0.115, 0.121, -0.295, 0.637, -0.262, -0.240, -0.883, 0.521, -0.231, -0.030, -0.066, -0.069, -0.032, -0.215, 0.097, 0.104, 0.105, 0.122, -0.446, 1.298, -0.438, -0.289, -0.046, -0.086, -0.086, -0.045, -0.289, 0.053, 0.042, 0.035, 0.052, 0.115, 0.102, 0.102, 0.115, -0.036, -0.280, -0.032, -0.169, -0.049, -0.170, -0.035, 0.079, 0.083, 0.089, 0.119, 0.095, 0.093, 0.118], "e_lumo_ev": -0.70, "e_homo_ha": -0.279, "max_force_ev_per_a": 0.9, "orbital_gap_ev": 6.890}

=====

No. 2
{"formula": "C38H58N3O2PSnTe", "method": "wB97M-V/def2-TZVPD", "symbols": ["Sn", "C", "C", "C", "C", "C", "C", "C", "C", "C", "C", "C", "C", "N", "C", "C", "C", "C", "C", "N", "C", "C", "C", "C", "H", "H", "H", "H", "H", "H", "H", "H", "H", "H", "H", "H", "H", "H", "H", "H", "H", "H", "H", "H", "H", "H", "H", "H", "H", "H", "H", "H", "H", "C", "C", "C", "P", "C", "C", "C", "C", "C", "C", "H", "H", "H", "H", "H", "H", "H", "H", "H", "H", "H", "H", "H", "H", "H", "H", "H", "H", "H", "H", "H", "O", "N", "O", "C", "Te", "C", "C", "C", "C", "C", "C", "C", "H", "H", "H", "H", "H", "H", "H", "H"], "positions_angstrom": [[0.067, 0.370, -0.281], [-3.905, 1.217, -3.080], [-2.984, 0.351, -2.216], [-2.442, -0.817, -3.038], [-3.673, -0.150, -0.963], [-4.886, -0.818, -1.079], [-5.570, -1.258, 0.040], [-5.055, -1.010, 1.298], [-3.844, -0.344, 1.475], [-3.401, -0.059, 2.903], [-3.490, -1.299, 3.801], [-4.249, 1.055, 3.532], [-3.147, 0.054, 0.320], [-1.883, 0.752, 0.447], [-1.855, 1.875, 1.151], [-0.676, 2.546, 1.426], [-0.410, 3.764, 2.068], [0.948, 3.984, 1.944], [1.496, 2.901, 1.229], [0.524, 2.025, 0.934], [2.933, 2.745, 0.810], [3.155, 1.374, 0.176], [3.851, 2.892, 2.030], [3.257, 3.839, -0.220], [-3.330, 1.695, -3.874], [-4.383, 1.999, -2.492], [-4.686, 0.623, -3.556], [-2.156, 0.992, -1.912], [-3.257, -1.450, -3.396], [-1.793, -1.473, -2.447], [-1.891, -0.462, -3.911], [-5.309, -0.985, -2.061], [-6.514, -1.775, -0.068], [-5.615, -1.325, 2.169], [-2.359, 0.275, 2.889], [-4.523, -1.503, 4.084], [-2.940, -1.136, 4.730], [-3.106, -2.194, 3.315], [-5.303, 0.776, 3.511], [-4.161, 2.012, 3.018], [-3.965, 1.206, 4.574], [-2.801, 2.275, 1.496], [-1.139, 4.403, 2.542], [1.500, 4.834, 2.311], [2.884, 0.574, 0.875], [4.209, 1.241, -0.070], [2.585, 1.277, -0.756], [3.710, 2.075, 2.740], [3.671, 3.830, 2.554], [4.893, 2.885, 1.709], [2.579, 3.791, -1.075], [4.279, 3.717, -0.581], [3.174, 4.831, 0.224], [1.086, -2.107, 4.250], [0.383, -1.121, 3.306], [0.800, 0.303, 3.665], [0.594, -1.589, 1.523], [-0.769, -2.763, 1.120], [-0.695, -3.268, -0.319], [-0.941, -3.940, 2.087], [2.276, -2.329, 1.318], [2.872, -2.106, -0.068], [2.375, -3.820, 1.672], [0.878, -1.783, 5.271], [2.168, -2.093, 4.125], [0.732, -3.130, 4.159], [-0.697, -1.226, 3.445], [1.860, 0.473, 3.465], [0.648, 0.438, 4.737], [0.221, 1.062, 3.150], [-1.653, -2.122, 1.210], [0.112, -3.991, -0.451], [-0.550, -2.471, -1.049], [-1.632, -3.764, -0.575], [-0.166, -4.691, 1.947], [-1.899, -4.417, 1.875], [-0.954, -3.640, 3.132], [2.876, -1.756, 2.035], [2.304, -2.636, -0.837], [3.888, -2.502, -0.087], [2.933, -1.046, -0.316], [1.923, -4.432, 0.891], [1.928, -4.086, 2.624], [3.432, -4.084, 1.720], [-1.261, 3.240, -1.404], [-0.376, 2.943, -2.114], [0.176, 1.711, -1.865], [3.097, -0.478, -3.074], [1.051, -1.003, -2.773], [0.620, 0.229, -4.456], [1.960, 0.512, -5.088], [2.016, 1.131, -6.335], [3.238, 1.407, -6.919], [4.417, 1.062, -6.267], [4.368, 0.445, -5.030], [3.138, 0.171, -4.436], [3.668, -1.404, -3.024], [3.437, 0.191, -2.285], [0.104, 1.121, -4.114], [-0.034, -0.355, -5.102], [1.099, 1.393, -6.849], [3.276, 1.885, -7.888], [5.373, 1.269, -6.727], [5.286, 0.169, -4.525]], "lowdin_charge": [1.130, -0.036, -0.381, -0.063, -0.134, -0.013, -0.030, -0.017, -0.141, -0.379, -0.060, -0.038, -0.157, -0.062, -0.066, -0.333, 0.040, 0.020, -0.221, -0.038, -0.529, -0.079, -0.017, -0.010, 0.088, 0.096, 0.085, 0.064, 0.100, 0.021, 0.061, 0.122, 0.120, 0.121, 0.100, 0.087, 0.089, 0.067, 0.093, 0.072, 0.093, 0.151, 0.132, 0.125, 0.060, 0.115, 0.034, 0.083, 0.091, 0.099, 0.091, 0.098, 0.097, -0.083, -0.491, -0.077, 1.075, -0.520, -0.109, -0.078, -0.502, -0.150, -0.077, 0.100, 0.087, 0.062, 0.086, 0.081, 0.100, 0.050, 0.088, 0.085, -0.050, 0.106, 0.077, 0.101, 0.064, 0.112, 0.039, 0.108, 0.008, 0.081, 0.063, 0.102, 0.040, -0.067, -0.453, -0.345, 1.558, -0.350, -0.275, -0.019, -0.047, -0.050, -0.026, -0.280, 0.076, 0.048, 0.055, 0.069, 0.126, 0.118, 0.117, 0.123], "e_lumo_ev": -7.21, "e_homo_ha": -0.492, "max_force_ev_per_a": 0.5, "orbital_gap_ev": 6.189, "total_charge": 2}

=====

No. 3
{"formula": "C3H11NO2", "method": "wB97M-V/def2-TZVPD", "symbols": ["C", "C", "N", "C", "H", "H", "H", "H", "H", "H", "H", "H", "H", "O", "H", "H", "O"], "positions_angstrom": [[2.722, -1.181, -1.163], [1.674, -1.082, -0.322], [1.506, -1.429, 1.075], [0.302, -0.921, 1.742], [2.798, -0.336, -1.857], [3.359, -2.028, -0.966], [0.729, -0.683, -0.827], [2.223, -1.823, 1.535], [-0.594, -0.832, 1.057], [0.477, 0.091, 2.148], [-0.004, -1.510, 2.590], [-1.609, 0.796, -2.135], [-1.853, -0.538, -2.433], [-1.080, -0.025, -2.120], [-4.126, 3.822, 1.625], [-3.428, 2.765, 0.753], [-3.507, 3.697, 0.800]], "lowdin_charge": [-0.051, -0.228, -0.067, -0.120, 0.047, 0.031, 0.088, 0.059, 0.088, 0.072, 0.059, 0.046, 0.052, -0.074, 0.099, -0.010, -0.089], "e_lumo_ev": 0.29, "e_homo_ha": -0.270, "max_force_ev_per_a": 6.5, "orbital_gap_ev": 7.648, "smiles": "C=CNC.O.O"}

=====

No. 4
{"formula": "C4H4N4", "method": "wB97M-V/def2-TZVPD", "symbols": ["C", "C", "C", "C", "H", "H", "H", "H", "N", "N", "N", "N"], "positions_angstrom": [[0.266, 2.112, 0.358], [-0.276, 1.152, -0.653], [-0.155, -0.237, -0.066], [-0.985, -1.313, -0.311], [0.694, 1.647, 1.456], [0.482, 3.283, -0.303], [-0.802, 1.231, -1.690], [-2.107, -1.185, -0.553], [-0.304, -2.448, -0.353], [0.859, -2.485, 0.431], [1.399, -1.474, 1.041], [0.929, -0.283, 0.642]], "lowdin_charge": [-0.008, -0.111, -0.384, -0.091, 0.127, 0.138, 0.120, 0.152, 0.065, -0.034, 0.010, 0.018], "e_lumo_ev": -0.51, "e_homo_ha": -0.354, "max_force_ev_per_a": 5.1, "orbital_gap_ev": 9.137}